A cluster of 2 separate species, C3H10N in total in a non-equilibrium geometry, computed with wB97M-V/def2-TZVPD.

```
! wB97M-V def2-TZVPD RIJCOSX def2/J DEFGRID3
* xyz 0 2
C -2.473 1.329 -0.884
H -3.389 0.919 -1.235
H -2.699 2.374 -0.869
H -1.639 1.005 -1.589
H -2.285 0.935 0.162
C 1.417 -0.490 -0.586
C 1.626 -1.119 1.713
N 0.985 -0.381 0.856
H 0.918 -1.201 -1.360
H 2.520 -0.802 -0.530
H 1.088 0.592 -0.905
H 2.529 -1.692 1.480
H 1.391 -1.024 2.789
H 0.011 -0.444 0.960
*
```

Output
Relative energy (zero: lowest compared OMol25 entry of this formula, charge and spin) in kcal per mole: 26.2
E_tot in eV: -4760.1860
Max |F| in eV Å⁻¹: 5.6
HOMO-LUMO gap (spin up / spin down) in eV: 6.99 / 11.39
E_HOMO (spin up / spin down) in eV: -6.015 / -10.439

=====

The ion C6H11N6 with charge +1 in a non-equilibrium geometry, computed with wB97M-V/def2-TZVPD.

```
! wB97M-V def2-TZVPD RIJCOSX def2/J DEFGRID3
* xyz 1 1
C 2.298 1.092 -2.376
C 1.024 1.660 -2.269
C 1.110 0.156 -0.711
C 1.043 -0.789 0.302
C 0.081 -1.185 1.168
C -3.245 -0.100 1.945
N 0.362 1.091 -1.244
N 2.378 0.145 -1.382
N -1.088 -0.434 1.237
N 0.467 2.610 -2.994
N 0.428 -2.087 2.156
N -2.062 -0.921 1.969
H 3.084 1.189 -3.140
H 1.904 -1.340 0.337
H -4.078 -0.620 1.477
H -3.668 0.180 2.991
H -2.849 0.739 1.343
H 3.211 -0.392 -1.264
H 1.042 3.100 -3.780
H -0.418 2.926 -2.852
H 1.247 -2.661 2.002
H -0.149 -2.509 2.822
H -2.122 -1.851 2.262
*
```

Output
Relative energy (zero: lowest compared OMol25 entry of this formula, charge and spin) in kcal per mole: 38.9
E_tot in eV: -15332.4566
Max |F| in eV Å⁻¹: 5.9
SMILES string: C/[NH+]=N/C(N)=C\c1nc(N)c[nH]1
HOMO-LUMO gap (spin up / spin down) in eV: 6.98 / 6.12
E_HOMO (spin up / spin down) in eV: -11.255 / -11.172

=====

The molecule C6H8N2O in a non-equilibrium geometry, computed with wB97M-V/def2-TZVPD.

```
! wB97M-V def2-TZVPD RIJCOSX def2/J DEFGRID3
* xyz 0 3
C -3.276 1.038 0.027
C -3.866 -0.225 -0.110
C -1.929 0.785 0.142
C 1.839 -0.927 0.042
C -0.622 -1.305 0.110
C 2.765 0.226 -0.085
N -2.954 -1.181 -0.085
N -1.780 -0.562 0.064
O 0.534 -0.663 0.036
H -3.761 1.993 0.039
H -4.902 -0.473 -0.225
H -1.088 1.433 0.280
H 2.190 -1.945 0.094
H -0.717 -2.377 0.156
H 2.211 1.153 0.033
H 3.257 0.244 -1.063
H 3.544 0.175 0.675
*
```

Output
Relative energy (zero: lowest compared OMol25 entry of this formula, charge and spin) in kcal per mole: 0.0
E_tot in eV: -11374.5840
Max |F| in eV Å⁻¹: 3.5
HOMO-LUMO gap (spin up / spin down) in eV: 6.93 / 9.23
E_HOMO (spin up / spin down) in eV: -5.929 / -9.345

=====

A structure of composition C24H32NO5Tc in a non-equilibrium geometry, computed with wB97M-V/def2-TZVPD.

```
! wB97M-V def2-TZVPD RIJCOSX def2/J DEFGRID3
* xyz 1 4
Tc -0.259 -0.358 1.214
O 3.754 -0.461 5.818
C 2.851 -0.403 4.851
C 2.138 0.768 4.541
C 1.226 0.719 3.521
N 1.028 -0.396 2.815
C 1.670 -1.529 3.120
C 2.592 -1.581 4.129
C 1.194 -2.663 2.231
O 1.617 -3.779 2.294
O 0.250 -2.232 1.407
C 0.297 1.821 3.041
O 0.291 2.928 3.489
O -0.500 1.350 2.094
H 3.864 0.385 6.268
H 2.277 1.693 5.088
H 3.092 -2.510 4.367
C -1.472 -0.826 -0.675
C -1.218 0.577 -0.665
C 0.163 0.731 -1.212
C 0.620 -0.546 -1.541
C -0.370 -1.517 -1.266
C -0.326 -2.957 -1.661
C 1.027 -3.612 -1.327
C -0.497 -2.957 -3.197
C -1.459 -3.758 -1.010
C 1.027 1.954 -1.429
C 0.493 2.741 -2.645
C 2.466 1.540 -1.774
C 1.103 2.838 -0.173
C -2.434 1.511 -0.622
C -3.503 0.913 0.315
C -2.989 1.547 -2.061
C -2.204 2.951 -0.148
H -2.446 -1.274 -0.557
H 1.591 -0.778 -1.948
H 1.871 -3.000 -1.649
H 1.092 -4.569 -1.844
H 1.115 -3.801 -0.260
H 0.359 -2.487 -3.684
H -1.402 -2.426 -3.499
H -0.569 -3.990 -3.535
H -1.487 -3.581 0.065
H -1.289 -4.822 -1.167
H -2.431 -3.505 -1.439
H 0.380 2.080 -3.506
H 1.217 3.514 -2.904
H -0.459 3.224 -2.450
H 2.524 1.066 -2.755
H 2.882 0.867 -1.022
H 3.090 2.433 -1.804
H 0.139 3.004 0.294
H 1.531 3.806 -0.433
H 1.759 2.368 0.567
H -3.997 0.041 -0.115
H -4.273 1.660 0.499
H -3.073 0.640 1.283
H -3.149 0.542 -2.453
H -2.305 2.072 -2.729
H -3.944 2.075 -2.072
H -1.898 2.981 0.898
H -3.152 3.484 -0.231
H -1.484 3.491 -0.752
*
```

Output
E_tot in eV: -39328.1805
Max |F| in eV Å⁻¹: 1.9
HOMO-LUMO gap (spin up / spin down) in eV: 7.31 / 7.05
E_HOMO (spin up / spin down) in eV: -12.224 / -12.206

=====

A structure of composition C34H24Cl2IrN2O6S5, computed with wB97M-V/def2-TZVPD.

```
! wB97M-V def2-TZVPD RIJCOSX def2/J DEFGRID3
* xyz 0 2
Ir -0.368 -1.508 0.457
C 1.150 -0.824 4.392
C 0.356 -1.485 3.295
O 0.514 -0.935 2.182
C -0.490 -2.620 3.567
C -0.532 -3.081 4.913
C -1.288 -4.145 5.309
C -2.064 -4.813 4.342
C -2.058 -4.413 3.039
C -1.271 -3.313 2.591
O -1.350 -3.055 1.327
H 1.679 0.021 3.960
H 1.866 -1.522 4.825
H 0.498 -0.474 5.193
H 0.063 -2.566 5.652
H -1.292 -4.466 6.340
H -2.675 -5.657 4.635
H -2.651 -4.916 2.288
Cl 0.274 -6.329 -4.935
C -0.134 -5.080 -3.798
C -1.293 -4.324 -4.021
C -1.654 -3.329 -3.161
Cl -3.081 -2.403 -3.470
C -0.878 -3.002 -2.006
O -1.288 -2.041 -1.258
C 0.293 -3.800 -1.805
C 1.218 -3.588 -0.751
O 1.149 -2.791 0.208
C 0.648 -4.822 -2.716
H -1.904 -4.533 -4.889
H 2.113 -4.215 -0.735
H 1.554 -5.388 -2.547
C -4.747 0.049 -1.242
S -4.105 1.732 -1.294
C -3.338 2.050 0.221
C -2.586 1.217 1.067
S -2.372 -0.441 0.821
S -1.921 2.019 2.459
C -2.425 3.622 2.112
S -2.144 4.937 3.031
S -3.369 3.715 0.650
H -5.339 -0.011 -2.155
H -5.395 -0.083 -0.379
H -3.955 -0.692 -1.265
O 1.558 -1.271 -2.310
C 1.422 -0.225 -1.709
N 1.966 0.968 -2.087
C 1.620 2.043 -1.195
C 0.756 1.262 -0.174
O 0.221 1.808 0.769
N 0.694 -0.039 -0.529
C 2.807 2.629 -0.443
C 4.070 2.059 -0.522
C 5.129 2.594 0.201
C 4.930 3.698 1.014
C 3.663 4.263 1.107
C 2.609 3.733 0.383
C 0.802 3.103 -1.922
C 1.452 4.110 -2.629
C 0.730 5.028 -3.377
C -0.655 4.953 -3.422
C -1.309 3.951 -2.721
C -0.584 3.032 -1.976
H 2.426 1.071 -2.973
H 4.226 1.188 -1.146
H 6.110 2.143 0.127
H 5.755 4.117 1.575
H 3.497 5.121 1.746
H 1.621 4.169 0.461
H 2.532 4.185 -2.583
H 1.251 5.807 -3.919
H -1.221 5.670 -4.002
H -2.390 3.884 -2.755
H -1.104 2.251 -1.436
*
```

Output
Relative energy (zero: lowest compared OMol25 entry of this formula, charge and spin) in kcal per mole: 19.1
E_tot in eV: -132974.8425
Max |F| in eV Å⁻¹: 0.8
HOMO-LUMO gap (spin up / spin down) in eV: 7.65 / 4.92
E_HOMO (spin up / spin down) in eV: -8.070 / -8.027

=====

A cluster of 5 separate species, C12H20NO15S in total in a non-equilibrium geometry, computed with wB97M-V/def2-TZVPD.

```
! wB97M-V def2-TZVPD RIJCOSX def2/J DEFGRID3
* xyz -1 1
N -1.199 -3.062 -0.349
O -0.543 -2.137 0.196
O -1.513 -2.902 -1.532
O -1.325 -4.230 0.186
O 1.505 2.025 -4.019
S 2.022 1.906 -2.663
O 1.144 2.047 -1.543
O 2.603 0.384 -2.455
C 1.607 -0.572 -2.138
C 2.400 -1.880 -1.928
C 3.451 2.877 -2.524
H 0.908 -0.576 -2.930
H 0.926 -0.303 -1.301
H 2.777 -2.342 -2.753
H 1.731 -2.645 -1.510
H 3.353 -1.519 -1.235
H 4.033 2.769 -3.345
H 3.919 2.788 -1.617
H 3.108 3.891 -2.552
C -2.298 1.600 -1.825
C -3.017 0.353 -2.581
O -3.005 0.641 -3.922
C -2.243 1.697 -4.103
O -1.925 2.388 -5.089
O -1.740 2.196 -2.949
H -1.627 1.328 -0.974
H -2.889 2.411 -1.335
H -3.873 0.180 -2.052
H -2.463 -0.633 -2.306
C 0.567 1.063 1.621
C 1.813 1.824 1.731
O 1.557 2.743 2.639
C 0.415 2.386 3.297
O -0.050 3.070 4.177
O -0.195 1.351 2.707
H 0.895 -0.189 1.468
H 0.021 1.305 0.527
H 2.180 2.417 0.816
H 2.762 1.301 2.031
C -0.811 -2.381 4.826
C -1.222 -2.650 3.380
O -2.623 -2.649 3.448
C -2.974 -2.687 4.672
O -4.140 -2.941 5.051
O -1.991 -2.594 5.377
H -0.281 -1.396 4.650
H 0.048 -3.075 5.030
H -0.866 -3.621 3.085
H -0.934 -1.957 2.614
*
```

Output
Relative energy (zero: lowest compared OMol25 entry of this formula, charge and spin) in kcal per mole: 42.2
E_tot in eV: -55799.2132
Max |F| in eV Å⁻¹: 10.6
HOMO-LUMO gap in eV: 7.45
E_HOMO in eV: -5.561